Here is C16H36N5O15PbS2 as an isolated structure in a non-equilibrium geometry from the Open Molecules 2025 dataset. Energies are from ωB97M-V with the def2-TZVPD basis set.

LUMO energy = -4.3 eV
HOMO level = -11.3128 eV
Calculated total energy = -3022.58310 Ha
Gap between HOMO and LUMO = 7.017 eV

```
! wB97M-V def2-TZVPD RIJCOSX def2/J DEFGRID3
* xyz 1 1
Pb -2.975 -1.345 0.301
N -0.348 0.851 -0.521
O 0.722 0.391 -0.896
O -0.406 1.908 0.135
O -1.410 0.211 -0.786
C 2.118 -2.510 -1.463
C 3.264 -1.524 -1.216
O 3.739 -1.225 -2.535
S 3.827 -2.624 -3.321
O 4.953 -3.329 -2.824
O 3.628 -2.507 -4.710
O 2.506 -3.233 -2.646
H 1.152 -2.060 -1.698
H 1.934 -3.258 -0.692
H 4.060 -1.988 -0.629
H 3.021 -0.554 -0.790
C -2.741 4.135 -0.135
C -3.952 3.382 0.461
O -5.055 3.780 -0.320
S -4.597 4.560 -1.660
O -5.499 5.606 -1.918
O -4.228 3.611 -2.643
O -3.290 5.169 -0.941
H -2.161 3.469 -0.775
H -2.070 4.555 0.608
H -4.163 3.701 1.484
H -3.718 2.317 0.511
C -3.006 0.715 4.336
C -2.429 0.984 2.981
O -2.811 0.337 1.977
N -1.362 1.766 2.879
C -0.496 2.246 3.943
H -2.657 1.412 5.088
H -2.852 -0.329 4.609
H -4.096 0.773 4.277
H -0.984 1.829 1.931
H -1.030 2.941 4.596
H 0.413 2.697 3.568
H -0.252 1.435 4.637
C 2.969 2.363 1.854
C 3.725 2.487 0.559
O 4.942 2.465 0.516
N 2.966 2.441 -0.563
C 3.443 2.234 -1.899
H 2.865 3.330 2.353
H 3.334 1.611 2.544
H 1.917 2.116 1.654
H 1.969 2.366 -0.436
H 4.518 2.082 -1.948
H 3.215 3.091 -2.542
H 2.951 1.403 -2.411
C -1.644 -4.937 -2.454
C -1.391 -3.438 -2.432
O -1.680 -2.755 -1.437
N -1.007 -2.919 -3.602
C -0.736 -1.517 -3.806
H -2.523 -5.141 -1.850
H -0.771 -5.392 -1.977
H -1.716 -5.335 -3.461
H -0.826 -3.601 -4.318
H -1.238 -1.183 -4.715
H 0.316 -1.237 -3.868
H -1.166 -0.902 -3.017
C 0.068 -4.071 1.413
C 0.141 -2.579 1.545
O -0.772 -1.828 1.161
N 1.243 -2.061 2.065
C 1.512 -0.649 2.229
H -0.542 -4.403 2.263
H 1.036 -4.551 1.516
H -0.508 -4.355 0.537
H 1.951 -2.667 2.447
H 0.843 -0.244 2.996
H 1.294 0.007 1.387
H 2.554 -0.525 2.498
*
```

Atom charges from the Löwdin analysis, given in e for atoms 1 to 2: 1.7011, -0.5138


Here is a 6-piece molecular cluster, C21H48BrO15S5 overall in a non-equilibrium geometry from the Open Molecules 2025 dataset. Energies are from ωB97M-V with the def2-TZVPD basis set.

LUMO energy = 1.7 eV
HOMO level = -2.6794 eV
ΔE to the lowest compared entry with this formula, charge and spin = 2.054 eV
Calculated total energy = -6522.29767 Ha
Gap between HOMO and LUMO = 4.411 eV

```
! wB97M-V def2-TZVPD RIJCOSX def2/J DEFGRID3
* xyz -1 1
C -3.141 -4.881 -1.444
C -1.866 -5.236 -1.330
C -0.455 -5.816 -0.862
C 0.585 -4.622 -0.557
C 1.100 -4.792 0.974
C -0.041 -4.336 2.025
Br 0.151 -5.345 3.759
H -4.255 -4.749 -1.275
H -0.090 -6.449 -1.751
H 0.074 -3.603 -0.663
H 1.538 -4.691 -1.194
H 2.093 -4.256 1.160
H 1.238 -5.920 1.144
H 0.067 -3.223 2.214
H -1.051 -4.598 1.558
O -1.263 -7.449 -4.206
S -2.009 -6.927 -5.317
O -3.239 -7.533 -5.759
O -1.014 -6.782 -6.590
C -0.306 -7.939 -7.029
C -1.213 -8.910 -7.762
C -2.304 -5.206 -5.049
H 0.197 -8.424 -6.188
H 0.473 -7.592 -7.713
H -1.965 -9.330 -7.092
H -0.637 -9.739 -8.180
H -1.747 -8.404 -8.570
H -1.375 -4.726 -4.746
H -3.047 -5.116 -4.255
H -2.688 -4.769 -5.971
O -0.365 -1.412 0.941
S -1.098 -0.859 -0.171
O -0.449 -0.082 -1.196
O -2.363 -0.019 0.400
C -2.117 1.035 1.331
C -1.525 2.257 0.653
C -2.016 -2.155 -0.951
H -1.476 0.686 2.147
H -3.081 1.302 1.771
H -0.529 2.045 0.259
H -1.437 3.087 1.357
H -2.147 2.568 -0.190
H -2.539 -2.731 -0.192
H -1.310 -2.790 -1.481
H -2.716 -1.711 -1.658
O 2.228 2.390 1.866
S 1.904 1.730 3.105
O 0.719 2.058 3.855
O 3.186 1.811 4.091
C 3.723 3.097 4.402
C 2.840 3.856 5.376
C 1.922 -0.017 2.842
H 3.890 3.675 3.487
H 4.700 2.930 4.861
H 1.875 4.100 4.927
H 3.314 4.791 5.681
H 2.639 3.251 6.263
H 2.829 -0.287 2.304
H 1.042 -0.273 2.247
H 1.875 -0.519 3.807
O -6.094 5.870 1.855
S -4.673 5.998 2.030
O -3.751 5.038 1.486
O -4.354 6.194 3.603
C -4.825 5.202 4.519
C -4.004 3.928 4.441
C -4.174 7.609 1.494
H -5.887 4.999 4.353
H -4.731 5.627 5.521
H -4.126 3.438 3.473
H -4.310 3.221 5.215
H -2.940 4.148 4.559
H -4.843 8.351 1.926
H -4.240 7.629 0.407
H -3.144 7.780 1.806
O 5.750 6.222 -1.318
S 5.813 4.912 -1.909
O 4.982 4.542 -3.023
O 5.652 3.804 -0.744
C 4.490 3.856 0.092
C 3.250 3.367 -0.632
C 7.494 4.554 -2.330
H 4.346 4.866 0.486
H 4.685 3.201 0.944
H 2.983 4.035 -1.453
H 2.402 3.318 0.047
H 3.421 2.378 -1.062
H 8.133 4.798 -1.483
H 7.757 5.170 -3.189
H 7.574 3.499 -2.590
*
```

Atom charges from the Löwdin analysis, given in e for atoms 1 to 2: -0.0756, -0.2352


Here is an isolated ion of composition C6H15N4 and charge +1 in a non-equilibrium geometry from the Open Molecules 2025 dataset. Energies are from ωB97M-V with the def2-TZVPD basis set.

SMILES string = [H]/N=C(/C(CC)=N/[H])N(C)[NH2+]C
LUMO energy = -3.2 eV
HOMO level = -13.1924 eV
ΔE to the lowest compared entry with this formula, charge and spin = 4.114 eV
Calculated total energy = -456.24484 Ha
Gap between HOMO and LUMO = 9.957 eV

```
! wB97M-V def2-TZVPD RIJCOSX def2/J DEFGRID3
* xyz 1 1
H -0.084 -2.474 1.306
N 0.654 -1.798 0.840
C 0.567 -0.676 0.394
C 1.786 0.097 -0.110
C 2.093 -0.181 -1.663
C 1.552 -1.408 -2.398
N 2.257 0.909 0.714
H 2.974 1.559 0.451
N -0.827 0.283 0.463
C -0.765 1.683 -0.018
N -1.497 0.045 1.709
C -2.962 0.112 1.570
H 3.139 -0.086 -1.739
H 1.608 0.643 -2.142
H 0.492 -1.571 -2.041
H 2.016 -2.255 -2.189
H 1.505 -1.279 -3.527
H -1.808 1.955 -0.293
H -0.242 2.496 0.576
H -0.113 1.596 -0.954
H -1.155 0.607 2.555
H -1.124 -0.959 1.940
H -3.104 1.016 0.959
H -3.495 -0.725 1.090
H -3.467 0.411 2.507
*
```

Atom charges from the natural (NBO) analysis, given in e for atoms 1 to 2: 0.3968, -0.6176


Here is a 2-piece molecular cluster, C4H9BrOS overall in a non-equilibrium geometry from the Open Molecules 2025 dataset. Energies are from ωB97M-V with the def2-TZVPD basis set.

LUMO energy = 0.6 eV
HOMO level = -8.0926 eV
ΔE to the lowest compared entry with this formula, charge and spin = 1.506 eV
Calculated total energy = -3205.13428 Ha
Gap between HOMO and LUMO = 8.651 eV

```
! wB97M-V def2-TZVPD RIJCOSX def2/J DEFGRID3
* xyz 0 1
C -0.747 1.580 -0.673
C 1.027 -1.479 -0.472
C 0.229 -0.066 1.124
C -1.045 0.681 0.513
O 0.460 -2.671 -0.345
S 1.643 0.980 1.446
Br -2.462 -0.739 0.232
H -0.112 2.352 -0.292
H -1.797 1.995 -1.063
H -0.385 1.125 -1.620
H 0.565 -0.885 -1.282
H 2.082 -1.343 -0.206
H 0.131 -0.867 1.888
H -1.496 1.265 1.350
H -0.385 -2.763 -0.770
H 2.290 0.836 0.171
*
```

Atom charges from the natural (NBO) analysis, given in e for atoms 1 to 2: -0.6579, 0.0582


Here is C25H39AuNO3P2S as an isolated structure from the Open Molecules 2025 dataset. Energies are from ωB97M-V with the def2-TZVPD basis set.

LUMO energy (alpha / beta) = -2.5 / -5.5 eV
HOMO level (alpha / beta) = -10.7145 / -11.7761 eV
⟨S²⟩ = 2.055
ΔE to the lowest compared entry with this formula, charge and spin = 0.069 eV
Calculated total energy = -2472.87788 Ha
Gap between HOMO and LUMO (alpha / beta) = 8.210 / 6.298 eV

```
! wB97M-V def2-TZVPD RIJCOSX def2/J DEFGRID3
* xyz 1 3
Au 0.239 -0.632 0.064
C 2.620 0.610 2.400
C 1.399 0.466 3.321
C 1.813 -0.060 4.698
P 0.123 -0.534 2.435
C -0.070 -2.231 3.128
C -0.789 -2.290 4.477
C -0.790 -3.112 2.100
C -1.483 0.304 2.647
C -1.847 0.913 3.836
C -3.059 1.585 3.956
C -3.919 1.666 2.866
C -3.590 1.057 1.672
C -2.379 0.346 1.547
N -1.972 -0.230 0.360
C -2.782 -0.703 -0.637
C -4.122 -1.086 -0.402
C -4.906 -1.546 -1.437
C -4.385 -1.625 -2.724
C -3.052 -1.289 -2.963
C -2.221 -0.864 -1.941
P -0.453 -0.434 -2.197
C -0.475 1.252 -2.919
C -1.187 2.213 -1.964
C -1.084 1.297 -4.319
C 0.420 -1.597 -3.318
C 1.686 -0.862 -3.784
C -0.324 -2.257 -4.478
H 3.352 1.270 2.869
H 2.359 1.029 1.427
H 3.097 -0.355 2.212
H 0.930 1.445 3.436
H 2.118 -1.109 4.657
H 1.026 0.043 5.445
H 2.673 0.513 5.049
H 0.957 -2.590 3.231
H -1.824 -1.954 4.382
H -0.303 -1.699 5.249
H -0.810 -3.326 4.822
H -1.761 -2.689 1.821
H -0.981 -4.092 2.541
H -0.189 -3.252 1.201
H -1.171 0.882 4.683
H -3.323 2.063 4.891
H -4.844 2.224 2.945
H -4.230 1.172 0.806
H -4.514 -1.053 0.605
H -5.928 -1.849 -1.243
H -5.008 -1.964 -3.542
H -2.664 -1.373 -3.968
H 0.578 1.530 -2.971
H -2.258 1.990 -1.910
H -1.082 3.235 -2.331
H -0.773 2.174 -0.954
H -2.149 1.053 -4.294
H -0.585 0.625 -5.015
H -0.991 2.310 -4.716
H 0.746 -2.376 -2.631
H 1.460 -0.116 -4.550
H 2.377 -1.594 -4.200
H 2.214 -0.380 -2.958
H -0.749 -1.540 -5.182
H -1.110 -2.927 -4.132
H 0.396 -2.866 -5.032
C 4.282 -2.946 0.451
S 3.086 -2.105 -0.532
O 3.551 -0.757 -0.759
O 2.843 -2.918 -1.700
O 1.872 -2.095 0.384
H 5.192 -3.030 -0.143
H 3.886 -3.932 0.692
H 4.463 -2.358 1.351
*
```

Atom charges from the Löwdin analysis, given in e for atoms 1 to 2: 0.8485, -0.1193


Here is one molecule with the formula C3H2F4O in a non-equilibrium geometry from the Open Molecules 2025 dataset. Energies are from ωB97M-V with the def2-TZVPD basis set.

LUMO energy (alpha / beta) = -1.1 / -1.1 eV
HOMO level (alpha / beta) = -8.1451 / -8.1437 eV
ΔE to the lowest compared entry with this formula, charge and spin = 7.345 eV
Calculated total energy = -589.92629 Ha
Gap between HOMO and LUMO (alpha / beta) = 7.089 / 7.087 eV

```
! wB97M-V def2-TZVPD RIJCOSX def2/J DEFGRID3
* xyz 0 1
C -0.410 1.031 0.410
C 2.442 0.862 0.819
C 1.706 -0.383 0.308
O 0.279 -0.396 0.782
F -1.675 0.789 0.778
F 2.645 1.718 -0.112
F 2.353 -1.427 0.771
F 1.695 -0.500 -1.073
H -0.470 1.233 -0.775
H -0.246 -1.134 0.598
*
```

Atom charges from the natural (NBO) analysis, given in e for atoms 1 to 2: 0.0830, 0.3620